# 1
Formula: C26H38BClHgN3O6
Source: the OMol25 dataset
Level of theory: the ωB97M-V functional and the def2-TZVPD basis

Element x y z (Å)
O: 0.99248 -1.14458 -2.79936
C: -0.14158 -0.56410 -3.16872
C: 0.08512 0.94470 -3.40998
C: 0.21171 1.83942 -2.35080
H: 0.06364 1.48451 -1.32639
C: 0.51682 3.18517 -2.61246
H: 0.63068 3.88170 -1.77249
C: 0.67057 3.62627 -3.93507
H: 0.89300 4.67679 -4.13790
C: 0.54264 2.71857 -4.99130
H: 0.67156 3.03973 -6.02830
C: 0.24195 1.37985 -4.71980
H: 0.10770 0.64757 -5.52517
H: -0.37063 -0.98085 -4.18264
C: -2.13169 -2.17909 -3.01861
C: -1.59089 -0.91765 -2.47791
H: -2.63872 -2.00931 -3.99248
H: -2.87912 -2.64915 -2.35694
H: -1.33489 -2.91586 -3.18835
C: -2.42883 0.07931 -1.93839
C: -3.70611 0.46144 -2.68604
H: -1.93177 0.93594 -1.46879
H: -3.51107 0.72384 -3.73970
H: -4.18544 1.32796 -2.20690
H: -4.43158 -0.37092 -2.67260
Hg: -3.32877 -1.01030 -0.28747
Cl: -4.37072 -1.87102 1.56659
C: -2.04019 -0.59197 3.75701
O: -1.16104 -0.57387 2.73182
N: -1.56135 -0.67210 4.96457
C: -0.17830 -1.13535 5.17179
C: -2.39420 -0.46355 6.15286
H: -3.10329 -0.50624 3.52673
H: 0.53203 -0.54574 4.58233
H: -0.09453 -2.19555 4.90032
H: 0.03519 -1.01777 6.23290
H: -2.75284 0.57499 6.20677
H: -1.76600 -0.66539 7.02658
H: -3.25988 -1.13913 6.15517
H: 4.67013 1.24010 -2.58866
H: 4.41754 0.93766 0.40522
C: 3.59648 1.12929 -2.36819
C: 3.38911 0.70645 0.08655
N: 3.37343 0.20515 -1.27246
H: 3.09194 0.74379 -3.26273
C: 3.33112 -1.12460 -1.49322
O: 3.25069 -1.97927 -0.60124
H: 2.96772 -0.05374 0.74940
H: 3.37240 -1.40548 -2.56209
H: 3.18980 2.11336 -2.11288
H: 2.79644 1.62607 0.14094
H: 0.31244 -5.88756 0.77684
H: 2.12240 -5.48054 -0.51032
C: -0.32364 -5.25015 0.15234
C: 1.74837 -4.59030 -1.03104
N: 0.50151 -4.19079 -0.40242
H: -1.13780 -4.82063 0.74087
C: 0.04866 -2.91853 -0.46876
O: -1.00563 -2.52990 0.06836
H: 2.47240 -3.76329 -0.95097
H: 0.69241 -2.24227 -1.06177
H: -0.73338 -5.88420 -0.64881
H: 1.59475 -4.83933 -2.09479
O: 0.61282 0.99138 2.20086
B: -0.74335 0.66159 2.29611
O: -1.57039 1.79219 2.35910
C: -0.68341 2.83497 2.50422
C: -0.97217 4.07116 3.03550
C: 0.10870 4.83675 3.49857
C: 1.41726 4.35242 3.43537
C: 1.69885 3.09166 2.88421
C: 0.63292 2.35469 2.41690
H: -2.00403 4.40750 3.10963
H: -0.08369 5.82444 3.92112
H: 2.24101 4.95715 3.82105
H: 2.70451 2.67455 2.84634

Values from the calculation:
2S+1	1
energy above the lowest of the compared OMol25 structures with the same formula, charge and spin	0.0	kJ/mol
lowest unoccupied orbital energy (alpha / beta)	2.49 / 2.47	eV
total charge	-1
HOMO level (alpha / beta)	-2.708 / -2.974	eV

These are the Löwdin partial charges, in e, on atoms 1 to 2: O -0.23; C -0.47


# 2
Formula: C26H38BrNOP2Zn
Source: the OMol25 dataset
Level of theory: the ωB97M-V functional and the def2-TZVPD basis

Element x y z (Å)
C: -0.43232 6.79100 -2.93712
C: -0.60273 5.44895 -3.37258
C: -0.92481 5.24750 -4.74893
C: -1.13435 6.36494 -5.54813
N: -1.00182 7.62690 -5.12728
C: -0.66505 7.83056 -3.85993
C: -0.49835 4.33844 -2.42017
C: -0.51247 3.61588 -1.42833
C: -1.02666 3.00939 -0.24464
C: -0.24121 2.68551 0.90828
C: -0.83735 2.13741 2.06606
C: -2.23385 1.89203 2.10047
C: -2.99364 2.09181 0.93368
C: -2.41007 2.67639 -0.18749
Zn: 0.59334 0.37820 -0.28717
P: 1.95115 -1.39022 1.30747
H: -1.04757 4.26009 -5.18662
H: -0.15697 7.04683 -1.93655
H: -1.41879 6.24895 -6.62038
H: -0.57687 8.89153 -3.55167
H: -3.02278 2.82199 -1.09856
H: 0.82919 2.94046 0.90766
H: -4.03578 1.74136 0.90424
H: -0.22256 1.81734 2.90778
C: 2.28898 -2.82734 2.47494
C: 3.41893 -3.80760 2.16667
H: 1.33170 -3.36322 2.54884
H: 2.46890 -2.38615 3.46616
H: 3.52288 -4.49473 3.00938
H: 3.20359 -4.41908 1.29016
H: 4.38873 -3.32278 2.03885
C: 3.00045 -1.69952 -0.19264
C: 3.54414 -0.39988 -0.74525
H: 2.31880 -2.18364 -0.90154
H: 3.76456 -2.43274 0.07975
H: 3.49795 -0.38935 -1.83129
H: 2.97316 0.51598 -0.42998
H: 4.58746 -0.21797 -0.45844
C: 3.01739 -0.20562 2.29490
C: 4.49662 -0.53126 2.43269
H: 2.53105 -0.15985 3.29380
H: 2.85350 0.77297 1.82979
H: 5.02039 0.38712 2.72638
H: 4.71132 -1.25914 3.20117
H: 4.94594 -0.85729 1.50614
Br: -2.92501 0.77830 3.41387
P: -2.28844 -3.02727 -0.35344
C: -0.46893 -3.33391 -0.24185
C: -0.08919 -4.72130 -0.76449
H: -0.18959 -3.21343 0.80490
H: 0.01148 -2.53477 -0.80202
H: 0.98920 -4.75531 -0.98003
H: -0.30318 -5.52708 -0.03936
H: -0.62254 -4.96407 -1.69990
C: -2.72405 -2.79933 1.43675
C: -4.15591 -3.29753 1.66463
H: -2.60088 -1.74573 1.71529
H: -2.00877 -3.39081 2.02236
H: -4.40163 -3.26252 2.73486
H: -4.87900 -2.64397 1.14028
H: -4.28465 -4.31634 1.31892
C: -2.47200 -1.32177 -0.98624
C: -2.83725 -1.34791 -2.46530
H: -1.52855 -0.76318 -0.82571
H: -3.23833 -0.81336 -0.39139
H: -3.14519 -0.35905 -2.82061
H: -1.98224 -1.67200 -3.07768
H: -3.66552 -2.03654 -2.66529
O: 0.47626 -0.96296 4.81572
C: 0.06980 -1.20036 3.76518

Values from the calculation:
2S+1	1
lowest unoccupied orbital energy (alpha / beta)	-9.37 / -9.92	eV
total charge	+2
HOMO level (alpha / beta)	-13.758 / -13.435	eV

These are the natural (NBO) partial charges, in e, on atoms 1 to 2: C -0.21; C -0.13


# 3
Formula: C26H38ClGeN3O2Si3Tc
Source: the OMol25 dataset
Level of theory: the ωB97M-V functional and the def2-TZVPD basis

Element x y z (Å)
Tc: -0.19184 -1.07331 -0.58136
Cl: -6.50405 1.99472 0.26414
C: -4.85954 1.54788 0.12688
C: -3.90721 2.51731 -0.25327
C: -2.57406 2.20689 -0.35726
C: -2.12999 0.90796 -0.10656
O: -0.82082 0.66582 -0.13304
C: -3.09358 -0.09526 0.25033
C: -2.75934 -1.44051 0.50850
O: -1.61353 -1.98099 0.37708
C: -4.45760 0.26790 0.38343
H: -4.24499 3.52532 -0.45750
H: -1.84816 2.96289 -0.62533
H: -3.53705 -2.10152 0.89260
H: -5.18293 -0.47920 0.68065
N: 5.38860 -4.06468 -9.14781
C: 4.62109 -3.84657 -8.32315
C: 3.66823 -3.56639 -7.28301
C: 3.79559 -2.40165 -6.52820
C: 2.88721 -2.13413 -5.51978
C: 1.87111 -3.04372 -5.27076
C: 1.72507 -4.20087 -6.01840
C: 2.62707 -4.45863 -7.03470
N: 0.94107 -2.77531 -4.20436
C: -0.43415 -2.94452 -4.25793
C: -0.91171 -2.59062 -3.04699
N: 0.15966 -2.21829 -2.23438
C: 1.25959 -2.33924 -2.99417
H: 4.59293 -1.70529 -6.74667
H: 2.94929 -1.20661 -4.96412
H: 0.92857 -4.90281 -5.80701
H: 2.53270 -5.35258 -7.63520
H: -0.93111 -3.27207 -5.15463
H: -1.92802 -2.59587 -2.69117
H: 2.26887 -2.14017 -2.67664
C: 0.99844 1.49903 3.11749
Si: 1.12847 -0.35835 3.30040
C: -0.49669 -1.14962 3.77500
C: 2.50580 -0.91482 4.42680
Ge: 1.63261 -0.80854 0.93902
Si: 2.21898 -5.23636 2.41325
C: 2.63405 -5.85192 0.74651
C: 0.48571 -5.18641 2.97814
C: 3.57324 -4.65253 3.48204
Si: 3.71696 0.15999 0.01254
C: 3.39163 1.98422 0.25057
C: 5.08149 -0.53363 1.07402
C: 3.94554 -0.29759 -1.78304
H: 0.46196 1.88498 3.98934
H: 0.43850 1.81156 2.23245
H: 1.97803 1.97707 3.09689
H: -1.03136 -0.48707 4.46037
H: -0.34325 -2.09544 4.29776
H: -1.14642 -1.33472 2.92014
H: 2.40381 -0.39943 5.38621
H: 3.50036 -0.68273 4.04718
H: 2.44132 -1.98383 4.63869
H: 1.79815 -6.35388 0.26136
H: 3.48536 -6.53708 0.80706
H: 2.96514 -5.01800 0.11757
H: 0.04388 -4.23615 2.64809
H: 0.41208 -5.22472 4.06584
H: -0.10702 -5.98923 2.53701
H: 4.24974 -3.97967 2.94901
H: 4.17902 -5.52832 3.75369
H: 3.22459 -4.18356 4.40102
H: 3.72178 2.32110 1.23398
H: 2.34639 2.27100 0.12303
H: 3.96886 2.53515 -0.49707
H: 4.88410 -0.40902 2.13887
H: 6.01407 -0.00535 0.85613
H: 5.25997 -1.58985 0.86402
H: 3.04972 -0.11496 -2.37996
H: 4.26398 -1.33453 -1.91014
H: 4.73714 0.33433 -2.19625

Values from the calculation:
2S+1	1
energy above the lowest of the compared OMol25 structures with the same formula, charge and spin	0.0	kJ/mol
lowest unoccupied orbital energy (alpha / beta)	-9.84 / -9.98	eV
total charge	+3
HOMO level (alpha / beta)	-15.952 / -15.936	eV

These are the Löwdin partial charges, in e, on atoms 1 to 2: Tc 1.12; Cl 0.79